Record 1
{
  "formula": "C6H9NO",
  "method": "ωB97M-V with the def2-TZVPD basis set",
  "species": ["C", "C", "C", "C", "C", "C", "N", "O", "H", "H", "H", "H", "H", "H", "H", "H", "H"],
  "xyz": [[0.5835, 0.0261, -0.6652], [0.8230, -0.9266, -2.9355], [-1.0122, -1.4514, 1.0601], [0.3138, 2.1252, 0.4065], [-0.2920, -0.2742, 1.5836], [0.2858, 0.6547, 0.4498], [1.0527, -0.4433, -1.7280], [0.4287, -2.0559, -3.1889], [1.0507, -0.2682, -3.7921], [-1.7778, -1.0215, 0.4345], [-1.6548, -1.9824, 1.8512], [-0.2817, -2.0346, 0.6058], [0.8286, 2.6920, -0.3521], [-0.7106, 2.6524, 0.4750], [0.6451, 2.5251, 1.3871], [-0.8785, 0.3502, 2.1886], [0.5955, -0.5677, 2.2196]],
  "homo_energy_ev": -8.63,
  "charge": 0,
  "e_above_lowest_ev": 2.686,
  "homo_lumo_gap_ev": 9.374,
  "max_force_ev_per_a": 4.820,
  "smiles": "CCC(C)=C=NC=O"
}

---

Record 2
{
  "formula": "C6H9NO",
  "method": "ωB97M-V with the def2-TZVPD basis set",
  "species": ["C", "C", "C", "C", "C", "C", "H", "H", "H", "H", "H", "H", "H", "H", "H", "N", "O"],
  "xyz": [[0.3087, -1.0226, -2.0836], [0.1251, -1.1173, -0.5055], [-0.3182, -0.0063, 1.3307], [-0.9148, 1.2308, 0.6968], [1.0577, 0.6062, 0.9989], [0.0099, 0.2044, -1.1168], [-0.4431, -1.1853, -2.8277], [1.3527, -1.3261, -2.1775], [1.1401, -1.5349, -0.2348], [-0.5723, -0.1209, 2.4134], [-1.8382, 1.0835, 0.0959], [-1.0084, 2.1297, 1.3756], [1.4194, 1.3526, 1.7252], [1.9213, -0.0598, 0.7713], [-0.9627, 0.5507, -1.4604], [0.4065, 1.3402, -0.1708], [-0.6830, -1.2053, 0.6989]],
  "homo_energy_ev": -8.21,
  "charge": 0,
  "e_above_lowest_ev": 6.251,
  "homo_lumo_gap_ev": 9.210,
  "max_force_ev_per_a": 3.259,
  "smiles": "C1[C@@H]2OC3CN(C3)[C@@H]12"
}

---

Record 3
{
  "formula": "C6H9NO",
  "method": "ωB97M-V with the def2-TZVPD basis set",
  "species": ["C", "C", "C", "C", "C", "C", "H", "H", "H", "H", "H", "H", "H", "H", "H", "N", "O"],
  "xyz": [[0.4938, -0.7471, 0.5988], [1.5014, -1.1171, -0.5634], [0.9244, 0.0979, -0.7585], [-0.6859, 1.1212, 0.3659], [-0.8120, -0.2848, 0.5900], [-2.0164, -0.8965, 0.1487], [1.8319, 0.6043, 1.0200], [1.0711, -1.5265, -1.3667], [2.2442, -1.6396, 0.1654], [0.3361, 0.1656, -1.7460], [0.8459, 2.1692, -0.7418], [-1.5755, 1.3276, -0.3900], [-1.1934, 1.5238, 1.2373], [-2.0516, -1.8346, 0.1285], [-2.9471, -0.1916, -0.2818], [0.7607, 1.4067, -0.1039], [1.2724, -0.1784, 1.6973]],
  "homo_energy_ev": -7.73,
  "charge": 0,
  "e_above_lowest_ev": 9.475,
  "homo_lumo_gap_ev": 8.405,
  "max_force_ev_per_a": 10.293,
  "smiles": "C=C1CN[C@H]2C[C@]12O"
}

---

Record 4
{
  "formula": "C6H9NO",
  "method": "ωB97M-V with the def2-TZVPD basis set",
  "species": ["C", "C", "C", "C", "C", "C", "N", "O", "H", "H", "H", "H", "H", "H", "H", "H", "H"],
  "xyz": [[1.4299, 0.8151, -0.0385], [2.1663, 2.0300, -0.0260], [0.0074, -1.1686, -0.0317], [1.6127, -1.5005, -0.0361], [0.0623, 0.3401, -0.0376], [-2.2783, 0.8736, -0.0034], [2.2911, -0.2698, 0.1124], [-0.8874, 1.2370, 0.0304], [1.7442, 3.0270, -0.3070], [3.1563, 1.8670, -0.1342], [-0.5248, -1.6956, -0.8863], [-0.5282, -1.5029, 0.9576], [1.7723, -2.2576, 0.7223], [1.7371, -1.9496, -1.0710], [-2.6424, 0.6867, -0.9756], [-2.8884, 1.7856, 0.3510], [-2.5103, 0.0195, 0.5474]],
  "homo_energy_ev": [-6.89, -6.86],
  "charge": 0,
  "e_above_lowest_ev": 4.860,
  "homo_lumo_gap_ev": [6.854, 6.524],
  "max_force_ev_per_a": 5.030
}

---

Record 5
{
  "formula": "C6H9NO",
  "method": "ωB97M-V with the def2-TZVPD basis set",
  "species": ["C", "C", "C", "C", "C", "C", "H", "H", "H", "H", "H", "H", "H", "H", "H", "N", "O"],
  "xyz": [[-1.3526, 0.0587, 0.1811], [0.8529, 1.4347, -0.0583], [1.1758, -0.1140, -0.1429], [0.6783, -0.8084, 1.0809], [-0.6197, 0.0799, 1.2921], [-0.5855, 0.8817, -0.9976], [-2.0888, -1.8430, 0.0295], [-1.7707, -1.6280, -1.4591], [1.3744, 1.9652, -0.8963], [0.9061, 2.1211, 0.8668], [2.2109, -0.3722, -0.6860], [1.4574, -0.8784, 1.9506], [0.6400, -2.0041, 0.8074], [-0.3026, 1.0027, 1.5706], [-0.8785, 1.4318, -1.8789], [-1.9073, -1.1150, -0.4707], [0.2097, -0.2128, -1.1891]],
  "homo_energy_ev": -7.63,
  "charge": 0,
  "e_above_lowest_ev": 8.082,
  "homo_lumo_gap_ev": 8.459,
  "max_force_ev_per_a": 7.070,
  "smiles": "NC1=CC[C@@H]2C[C@H]1O2"
}

---

Record 6
{
  "formula": "C6H9NO",
  "method": "ωB97M-V with the def2-TZVPD basis set",
  "species": ["C", "C", "C", "C", "C", "C", "H", "H", "H", "H", "H", "H", "H", "H", "H", "N", "O"],
  "xyz": [[-1.9279, -0.7123, 0.6216], [-0.5113, -0.1289, 0.2589], [-0.0124, -0.2741, -1.2225], [1.1423, 0.6149, -0.8593], [0.0971, 1.3573, 0.0561], [0.9624, -0.6534, 0.9476], [-1.7360, -1.8808, 1.0261], [-2.2660, -0.1147, 1.5020], [-2.7435, -0.5321, -0.2779], [-0.0259, -1.3468, -1.5804], [-0.8295, 0.3830, -1.4452], [1.8453, 1.0722, -1.6117], [-0.7166, 2.1598, -0.3385], [0.6796, 1.8681, 0.8879], [2.9340, -0.1428, 0.0026], [1.8577, -0.3572, 0.0085], [1.2505, -1.3125, 2.0242]],
  "homo_energy_ev": -8.98,
  "charge": 0,
  "e_above_lowest_ev": 4.070,
  "homo_lumo_gap_ev": 9.782,
  "max_force_ev_per_a": 6.658,
  "smiles": "C[C@]12C[C@H](C1)NC2=O"
}